(1)
{
  "formula": "C4H9FN3",
  "method": "ωB97M-V with the def2-TZVPD basis set",
  "orbital_gap_ev": 6.340,
  "de_lowest_kj_mol": 6.9,
  "homo_energy_ev": -2.4,
  "charge": -1,
  "largest_force_ev_per_a": 1.0,
  "symbols": ["C", "N", "H", "N", "H", "H", "H", "H", "C", "F", "C", "H", "H", "N", "H", "H", "C"],
  "xyz": [[0.254, -1.256, -1.621], [-0.513, 0.815, 1.368], [1.296, 2.806, -0.259], [-1.385, 0.903, -0.926], [-1.353, 1.299, 1.679], [1.114, 0.365, -0.610], [0.558, -2.279, 0.914], [-0.688, 1.659, -1.087], [-0.812, 0.133, 0.143], [-1.765, -0.881, 0.465], [0.480, -0.526, -0.375], [-2.232, 1.355, -0.587], [1.398, -0.836, 1.545], [0.164, -1.899, -2.578], [2.132, -1.797, 0.223], [0.166, 1.558, 1.064], [1.188, -1.420, 0.643]],
  "nbo_charge": [0.34, -0.91, -0.88, -0.88, 0.35, 0.31, 0.21, 0.41, 0.64, -0.40, -0.43, 0.35, 0.24, -0.39, 0.21, 0.42, -0.59]
}

=====

(2)
{
  "formula": "C4H9FS",
  "method": "ωB97M-V with the def2-TZVPD basis set",
  "orbital_gap_ev": 9.124,
  "de_lowest_kj_mol": 568.7,
  "homo_energy_ev": -8.5,
  "largest_force_ev_per_a": 7.9,
  "symbols": ["H", "H", "S", "H", "H", "C", "H", "C", "H", "H", "C", "H", "H", "F", "C"],
  "xyz": [[2.261, 1.159, -0.663], [0.173, -1.669, 1.687], [-1.095, -0.181, 0.278], [-0.402, 0.548, -1.649], [1.736, -1.043, -1.828], [0.214, -0.055, -0.901], [0.806, -2.266, -0.665], [-0.464, -0.931, 1.927], [1.306, 0.606, 1.073], [-1.242, -1.058, 2.781], [0.672, -1.318, -1.371], [0.603, -0.393, 2.364], [0.162, -1.722, -2.746], [0.298, 1.981, -0.219], [1.153, 0.789, -0.125]],
  "nbo_charge": [0.18, 0.20, 0.22, 0.29, 0.21, -0.50, 0.24, -0.73, 0.21, 0.26, -0.58, 0.18, 0.20, -0.41, 0.02]
}

=====

(3)
{
  "formula": "C4H9HgO3",
  "method": "ωB97M-V with the def2-TZVPD basis set",
  "orbital_gap_ev": [7.350, 8.787],
  "de_lowest_kj_mol": 315.5,
  "spin_multiplicity": 2,
  "homo_energy_ev": [-6.6, -9.0],
  "largest_force_ev_per_a": 8.8,
  "symbols": ["H", "C", "O", "H", "H", "O", "H", "H", "C", "H", "H", "C", "H", "O", "H", "C", "Hg"],
  "xyz": [[0.397, -2.232, -0.232], [-1.816, 0.169, -0.314], [1.590, 1.435, -0.044], [0.974, 1.825, 0.610], [-1.055, 2.142, -0.508], [2.339, -0.634, -0.504], [-0.764, -1.844, 1.071], [1.699, -0.056, 1.403], [-1.848, 1.491, -0.138], [-2.785, 1.958, 0.162], [-1.375, -2.470, -0.502], [-0.607, -1.853, -0.015], [3.291, 0.614, 0.818], [-0.652, -0.518, -0.525], [-2.684, -0.471, -0.134], [2.292, 0.261, 0.495], [1.004, 0.181, -1.644]],
  "lowdin_spin": [0.00, 0.02, 0.08, 0.00, 0.01, 0.14, 0.00, 0.00, 0.01, 0.00, 0.00, 0.01, 0.00, 0.12, 0.00, 0.02, 0.58]
}

=====

(4)
{
  "formula": "C4H9I2N2",
  "method": "ωB97M-V with the def2-TZVPD basis set",
  "orbital_gap_ev": [6.273, 6.028],
  "de_lowest_kj_mol": 309.0,
  "homo_energy_ev": [-11.0, -10.9],
  "charge": 1,
  "largest_force_ev_per_a": 8.2,
  "symbols": ["H", "H", "N", "H", "H", "C", "H", "H", "N", "H", "I", "H", "C", "C", "C", "I", "H"],
  "xyz": [[0.118, 0.193, 1.630], [-0.770, 1.773, 2.001], [-0.616, -2.836, 0.638], [0.896, 1.809, 1.833], [-0.762, -2.607, 1.618], [-0.317, 1.706, 0.078], [-1.025, 2.539, -0.028], [-0.311, -3.802, 0.440], [0.183, 1.091, -1.034], [-1.179, -2.395, -1.348], [2.362, -0.943, 0.092], [-0.173, 1.689, -1.857], [-0.042, 1.246, 1.504], [-1.113, -2.032, -0.292], [0.823, 0.003, -1.187], [-2.565, -0.643, 0.091], [1.226, -0.124, -2.287]],
  "nbo_charge": [0.23, 0.24, -0.72, 0.26, 0.42, 0.02, 0.22, 0.44, -0.51, 0.25, 0.15, 0.45, -0.69, -0.07, -0.31, 0.37, 0.24]
}